*w*
{"formula": "C9H11NO", "method": "the ωB97M-V functional and the def2-TZVPD basis", "homo_ev": -8.1, "species": ["C", "C", "C", "C", "C", "C", "C", "C", "C", "N", "O", "H", "H", "H", "H", "H", "H", "H", "H", "H", "H", "H"], "coordinates": [[2.559, 0.958, -0.888], [1.766, -0.123, -1.384], [1.813, 1.596, 0.047], [0.629, -0.113, -0.634], [-2.732, 0.837, -0.533], [-0.617, 1.366, 0.872], [-0.586, -0.837, -0.461], [-1.543, 0.210, 0.237], [-0.327, -2.097, 0.374], [0.630, 0.949, 0.247], [-3.196, 1.950, -0.497], [3.522, 1.287, -1.002], [2.073, -0.811, -2.269], [2.045, 2.394, 0.615], [-3.398, 0.056, -1.047], [-0.986, 2.316, 0.669], [-0.416, 1.315, 1.999], [-1.002, -1.011, -1.426], [-2.175, -0.317, 1.017], [0.179, -1.990, 1.349], [0.151, -2.808, -0.255], [-1.285, -2.424, 0.617]]}

*x*
{"formula": "C9H11NO", "method": "the ωB97M-V functional and the def2-TZVPD basis", "homo_ev": -7.5, "species": ["C", "C", "C", "C", "C", "C", "C", "C", "C", "N", "O", "H", "H", "H", "H", "H", "H", "H", "H", "H", "H", "H"], "coordinates": [[2.647, -0.410, 0.221], [2.501, 0.921, -0.195], [1.558, -1.198, 0.588], [1.209, 1.462, -0.239], [0.252, -0.678, 0.417], [0.141, 0.661, 0.091], [-1.147, -1.395, 0.443], [-1.217, -2.300, -0.704], [-1.716, 2.357, 0.102], [-1.153, 1.091, -0.193], [-2.107, 0.102, 0.335], [3.673, -0.802, 0.163], [3.340, 1.338, -0.740], [1.844, -2.197, 0.955], [0.905, 2.484, -0.563], [-1.447, -1.752, 1.461], [-0.580, -3.084, -0.406], [-0.753, -1.841, -1.655], [-2.190, -2.796, -0.750], [-2.341, 2.786, -0.756], [-2.481, 2.115, 0.936], [-0.938, 3.136, 0.491]]}

Least stable: *x*

*w*
{"formula": "C5H9O", "method": "the ωB97M-V functional and the def2-TZVPD basis", "homo_ev": [-15.3, -15.2], "charge": 1, "species": ["C", "C", "C", "C", "C", "O", "H", "H", "H", "H", "H", "H", "H", "H", "H"], "coordinates": [[-1.290, 0.361, 0.066], [-0.626, -1.121, -0.068], [-0.167, 1.370, -0.201], [1.689, -0.046, 0.567], [0.860, -0.780, -0.399], [1.027, 0.720, -0.518], [-2.085, 0.355, -0.701], [-1.635, 0.554, 1.144], [-0.772, -1.798, 0.780], [-1.167, -1.685, -0.916], [-0.308, 2.082, -1.142], [-0.051, 2.123, 0.729], [1.248, 0.195, 1.585], [2.757, 0.018, 0.620], [1.882, -1.732, -1.838]]}

*x*
{"formula": "C5H9O", "method": "the ωB97M-V functional and the def2-TZVPD basis", "homo_ev": -16.0, "charge": 1, "species": ["C", "C", "C", "C", "C", "O", "H", "H", "H", "H", "H", "H", "H", "H", "H"], "coordinates": [[1.270, -0.235, 0.193], [0.645, 1.107, -0.327], [0.279, -1.362, -0.218], [-1.456, 0.085, 0.604], [-0.808, 0.714, -0.580], [-0.994, -0.643, -0.577], [2.388, -0.444, 0.169], [1.220, 0.068, 1.373], [0.813, 1.911, 0.414], [1.088, 1.488, -1.226], [0.474, -1.756, -1.217], [0.031, -2.121, 0.480], [-0.972, -0.078, 1.600], [-2.506, 0.073, 0.594], [-1.471, 1.194, -1.281]]}

Least stable: *w*

*w*
{"formula": "C5H16N3", "method": "the ωB97M-V functional and the def2-TZVPD basis", "homo_ev": -14.0, "charge": 1, "species": ["C", "C", "H", "H", "H", "H", "H", "H", "C", "C", "C", "N", "N", "N", "H", "H", "H", "H", "H", "H", "H", "H", "H", "H"], "coordinates": [[1.790, -1.508, 1.080], [1.472, -2.789, 1.787], [1.207, -1.568, 0.179], [1.271, -0.644, 1.545], [2.832, -1.041, 1.030], [1.469, -3.732, 1.294], [0.611, -2.757, 2.452], [2.204, -2.808, 2.679], [-1.073, -0.140, -1.004], [-2.463, -0.480, -0.410], [-0.111, 2.077, -0.805], [-0.400, 0.892, -0.229], [0.151, 2.158, -2.086], [0.446, 3.036, -0.003], [-0.431, -1.010, -0.991], [-1.192, -0.166, -2.157], [-2.765, 0.304, 0.367], [-2.535, -1.382, 0.122], [-0.173, 0.800, 0.827], [-0.123, 1.235, -2.547], [-0.117, 3.003, -2.571], [0.058, 3.325, 0.850], [1.182, 3.722, -0.343], [-3.312, -0.528, -1.066]]}

*x*
{"formula": "C5H16N3", "method": "the ωB97M-V functional and the def2-TZVPD basis", "homo_ev": -12.7, "charge": 1, "species": ["C", "C", "N", "C", "H", "H", "H", "H", "H", "H", "H", "N", "C", "C", "N", "H", "H", "H", "H", "H", "H", "H", "H", "H"], "coordinates": [[-2.287, -0.080, -1.656], [-1.750, 1.082, -1.276], [-1.162, 1.334, -0.021], [-1.345, 2.718, 0.473], [-2.281, -0.993, -1.074], [-2.634, -0.149, -2.677], [-1.751, 1.925, -1.956], [-1.445, 0.665, 0.683], [-0.646, 2.937, 1.271], [-1.125, 3.381, -0.362], [-2.383, 2.886, 0.753], [0.976, -0.379, -0.976], [1.215, -1.574, -0.110], [1.787, -1.129, 1.225], [2.177, -2.313, 1.976], [0.328, 0.340, -0.526], [1.858, 0.088, -1.173], [0.523, -0.587, -1.861], [0.256, -2.073, 0.017], [1.922, -2.214, -0.632], [2.663, -0.501, 1.044], [1.051, -0.513, 1.767], [2.710, -2.048, 2.796], [1.346, -2.805, 2.297]]}

*y*
{"formula": "C5H16N3", "method": "the ωB97M-V functional and the def2-TZVPD basis", "homo_ev": -13.4, "charge": 1, "species": ["N", "C", "C", "C", "N", "C", "N", "C", "H", "H", "H", "H", "H", "H", "H", "H", "H", "H", "H", "H", "H", "H", "H", "H"], "coordinates": [[-0.285, 1.147, 1.334], [0.818, 0.951, 0.301], [1.757, -0.241, 0.480], [1.213, -1.538, 1.017], [-0.257, -1.826, 0.787], [0.252, 0.903, -1.161], [-1.229, 1.114, -1.106], [-2.110, -0.092, -1.366], [0.073, 1.628, 2.159], [-1.022, 1.752, 0.916], [-0.768, 0.289, 1.644], [1.590, 1.823, 0.449], [2.399, -0.267, -0.455], [2.613, 0.011, 1.161], [1.767, -2.411, 0.715], [1.344, -1.452, 2.113], [-0.362, -2.815, 1.055], [-0.398, -1.643, -0.175], [0.660, 0.053, -1.735], [0.721, 1.814, -1.581], [-1.528, 1.781, -1.915], [-2.416, -0.134, -2.386], [-1.688, -1.065, -1.262], [-3.145, 0.218, -0.987]]}

*z*
{"formula": "C5H16N3", "method": "the ωB97M-V functional and the def2-TZVPD basis", "homo_ev": -12.4, "charge": 1, "species": ["C", "N", "C", "N", "H", "H", "H", "H", "H", "H", "H", "H", "C", "C", "C", "N", "H", "H", "H", "H", "H", "H", "H", "H"], "coordinates": [[1.645, -2.093, 1.527], [2.243, -0.777, 1.755], [1.402, 0.306, 1.276], [1.525, 0.514, -0.181], [2.002, -2.807, 2.266], [0.547, -2.094, 1.617], [1.898, -2.475, 0.538], [2.375, -0.637, 2.749], [1.662, 1.237, 1.780], [0.335, 0.133, 1.499], [2.493, 0.773, -0.341], [1.498, -0.428, -0.561], [-2.923, -0.657, -1.745], [-1.541, -0.082, -1.492], [-0.825, 2.098, -0.662], [-1.564, 1.060, -0.568], [-3.487, -0.804, -0.822], [-3.487, -0.032, -2.432], [-2.812, -1.654, -2.166], [-0.881, -0.809, -1.017], [-1.108, 0.248, -2.431], [-0.983, 2.843, 0.108], [-0.100, 2.169, -1.459], [-2.186, 1.042, 0.240]]}

Least stable: *y*

*w*
{"formula": "C5H11N2OS", "method": "the ωB97M-V functional and the def2-TZVPD basis", "homo_ev": -12.7, "charge": 1, "species": ["C", "C", "C", "C", "C", "N", "N", "O", "S", "H", "H", "H", "H", "H", "H", "H", "H", "H", "H", "H"], "coordinates": [[1.919, 1.400, -0.085], [-0.182, -0.202, -1.577], [-0.901, -1.530, -1.756], [0.616, 0.938, 0.466], [0.246, 1.229, 1.888], [-0.980, 0.527, 2.214], [-0.232, 0.240, -0.215], [2.202, 1.336, -1.251], [0.030, -2.854, -0.859], [2.607, 1.797, 0.675], [0.861, -0.280, -1.904], [-0.661, 0.559, -2.209], [-1.919, -1.500, -1.362], [-0.926, -1.789, -2.813], [1.103, 0.972, 2.527], [0.112, 2.313, 1.984], [-0.798, -0.358, 2.672], [-1.589, 1.071, 2.810], [-1.071, 0.008, 0.356], [-0.438, -3.877, -1.559]]}

*x*
{"formula": "C5H11N2OS", "method": "the ωB97M-V functional and the def2-TZVPD basis", "homo_ev": -10.6, "charge": 1, "species": ["C", "C", "C", "C", "C", "N", "N", "O", "S", "H", "H", "H", "H", "H", "H", "H", "H", "H", "H", "H"], "coordinates": [[0.335, -0.960, -2.756], [0.558, -1.218, -0.602], [1.093, 1.472, 1.343], [-1.100, 0.361, 1.737], [-0.327, 1.165, 0.819], [0.532, -0.393, -1.653], [-0.809, 1.577, -0.293], [0.404, -2.559, -2.688], [0.551, -2.966, -1.120], [-0.065, -0.741, -3.683], [0.998, -1.046, 0.419], [1.694, 0.894, 0.639], [1.262, 1.292, 2.355], [1.344, 2.573, 1.267], [-2.059, 0.020, 1.448], [-0.376, -0.433, 2.088], [-1.353, 0.859, 2.680], [-1.738, 1.125, -0.552], [-0.749, -3.302, -0.656], [-0.195, 2.278, -0.791]]}

Least stable: *x*